Entry 1:
Density functional theory data (the ωB97M-V functional and the def2-TZVPD basis) for C17H20N2O5 in the gas phase.

Computed properties:
SMILES: CCCCNC(=O)COCc1cc(-c2ccc3c(c2)OCO3)on1
largest force on an atom: 1.368 eV Å⁻¹
2S+1: 1

CARTESIAN COORDINATES (ANGSTROEM)
C 7.1460 0.4124 -1.5761
C 6.7471 -0.7840 -0.7200
C 6.2549 -0.3901 0.6733
C 4.9970 0.4815 0.6492
N 3.8992 -0.1666 -0.0267
C 3.4263 0.2397 -1.2139
O 3.7883 1.2418 -1.7956
C 2.3335 -0.6602 -1.7902
O 2.1356 -1.8023 -0.9847
C 1.0694 -2.6166 -1.4194
C -0.2663 -1.9731 -1.2297
N -1.2374 -2.1183 -2.0957
O -2.3018 -1.4312 -1.6289
C -1.9849 -0.8401 -0.4607
C -0.6825 -1.1573 -0.1528
H -0.0985 -0.8639 0.6925
C -2.9792 -0.0378 0.2218
C -4.2559 0.0880 -0.3226
C -5.2421 0.8471 0.2949
C -4.9063 1.4739 1.4717
C -3.6267 1.3524 2.0240
C -2.6465 0.6069 1.4253
H -1.6665 0.5253 1.8612
O -3.5664 2.0712 3.1860
C -4.8420 2.6534 3.3499
O -5.6718 2.2693 2.2735
H -5.2858 2.3101 4.2977
H -4.7478 3.7508 3.3691
H -6.2282 0.9441 -0.1263
H -4.4769 -0.4199 -1.2477
H 1.1855 -2.8962 -2.4750
H 1.1284 -3.5216 -0.8056
H 2.6274 -0.9482 -2.8101
H 1.4137 -0.0635 -1.8682
H 3.5672 -1.0508 0.3284
H 4.6967 0.7168 1.6761
H 5.1855 1.4143 0.1157
H 7.0398 0.1609 1.1945
H 6.0461 -1.2978 1.2463
H 7.6077 -1.4470 -0.6016
H 5.9653 -1.3479 -1.2334
H 6.2763 1.0086 -1.8381
H 7.6108 0.0732 -2.4988
H 7.8574 1.0417 -1.0455

Forces on the atoms, in the same order (eV/Å):
C -0.087 -0.195 0.032
C 0.091 0.143 0.141
C -0.177 -0.022 -0.268
C 0.271 0.115 0.150
N 0.062 -0.283 0.369
C -0.411 -0.395 0.034
O -0.007 0.214 -0.324
C 0.004 0.271 -0.316
O -0.007 0.072 0.092
C -0.018 -0.406 -0.132
C -0.547 0.291 -0.022
N 1.044 -0.670 -0.576
O -0.566 0.538 0.593
C 1.228 -0.391 0.156
C -0.764 0.135 -0.226
H 0.086 0.116 0.229
C -0.570 0.158 -0.102
C 0.352 -0.121 0.018
C -0.129 0.292 0.380
C 0.562 -0.191 0.025
C -0.451 -0.051 -0.333
C -0.205 0.125 0.071
H 0.173 -0.013 0.076
O 0.353 -0.272 -0.216
C -0.341 0.758 0.975
O -0.131 -0.225 -0.421
H 0.111 0.000 -0.259
H 0.012 -0.268 -0.087
H -0.135 0.009 -0.064
H -0.041 -0.033 -0.077
H 0.002 -0.013 0.122
H -0.017 0.092 -0.151
H 0.000 0.057 0.135
H 0.134 -0.029 0.023
H -0.059 0.063 -0.096
H 0.037 0.073 -0.119
H -0.042 -0.030 0.127
H 0.039 -0.015 0.093
H 0.041 0.008 0.104
H -0.064 -0.076 -0.031
H 0.031 -0.111 0.000
H -0.041 0.125 -0.048
H 0.063 0.042 -0.107
H 0.115 0.115 0.029

Löwdin analysis output, partial charges in e: atom 1 (C): -0.103, atom 2 (C): -0.261, atom 3 (C): -0.198, atom 4 (C): -0.180, atom 5 (N): 0.074, atom 6 (C): -0.478, atom 7 (O): 0.055, atom 8 (C): -0.104, atom 9 (O): -0.151, atom 10 (C): -0.141, atom 11 (C): -0.277, atom 12 (N): 0.115, atom 13 (O): 0.013, atom 14 (C): -0.207, atom 15 (C): 0.058, atom 16 (H): 0.116, atom 17 (C): -0.151, atom 18 (C): -0.010, atom 19 (C): 0.023, atom 20 (C): -0.199, atom 21 (C): -0.191, atom 22 (C): 0.074, atom 23 (H): 0.125, atom 24 (O): 0.040, atom 25 (C): -0.152, atom 26 (O): 0.043, atom 27 (H): 0.141, atom 28 (H): 0.141, atom 29 (H): 0.121, atom 30 (H): 0.118, atom 31 (H): 0.135, atom 32 (H): 0.139, atom 33 (H): 0.143, atom 34 (H): 0.138, atom 35 (H): 0.139, atom 36 (H): 0.119, atom 37 (H): 0.116, atom 38 (H): 0.110, atom 39 (H): 0.106, atom 40 (H): 0.103, atom 41 (H): 0.100, atom 42 (H): 0.053, atom 43 (H): 0.070, atom 44 (H): 0.075


Entry 2:
Density functional theory data (the ωB97M-V functional and the def2-TZVPD basis) for 3 unconnected molecules or ions with the total composition C3H14N2O2.

Computed properties:
SMILES: CCNCN.O.O
largest force on an atom: 2.000 eV Å⁻¹
2S+1: 1

CARTESIAN COORDINATES (ANGSTROEM)
C 2.7570 -0.8730 1.3156
C 1.6901 -0.0037 0.4882
N 0.3463 0.0923 1.0297
C -0.3306 -1.1874 0.9109
N -1.4801 -1.2584 1.8056
H 3.1913 -1.6619 0.6925
H 3.4746 -0.1161 1.6447
H 2.4081 -1.3892 2.2305
H 1.5845 -0.5056 -0.4632
H 2.1847 0.9424 0.2908
H 0.2537 0.6385 1.8763
H -0.6661 -1.4703 -0.1201
H 0.3028 -2.0703 1.1001
H -1.8987 -0.3412 1.9416
H -1.2347 -1.7582 2.6547
H -1.6436 1.2548 -3.5586
H -2.8783 0.4436 -3.2885
O -2.3710 0.7952 -4.0238
H -1.0272 2.5660 -0.7465
H 0.0392 1.4077 -0.2907
O -0.2764 2.0327 -0.9772

Forces on the atoms, in the same order (eV/Å):
C -0.735 0.742 0.032
C 1.042 -1.481 0.849
N 0.775 0.145 -1.346
C -1.143 -0.864 0.363
N 0.334 -0.360 -0.337
H 0.237 0.433 0.056
H 0.434 -0.633 -0.024
H -0.343 0.440 -0.478
H -0.063 0.046 -0.464
H -0.447 0.345 0.060
H -0.034 -0.748 0.232
H 0.226 1.274 0.303
H 0.254 0.416 0.585
H 0.089 -0.469 0.260
H -0.326 0.643 -0.004
H -0.354 -0.272 -0.429
H -0.202 -0.154 -0.003
O 0.624 0.432 0.513
H -0.282 -0.081 0.749
H -1.082 0.396 0.206
O 0.997 -0.251 -1.124

Löwdin analysis output, partial charges in e: atom 1 (C): -0.081, atom 2 (C): -0.267, atom 3 (N): -0.114, atom 4 (C): -0.326, atom 5 (N): 0.002, atom 6 (H): 0.062, atom 7 (H): 0.056, atom 8 (H): 0.066, atom 9 (H): 0.102, atom 10 (H): 0.105, atom 11 (H): 0.125, atom 12 (H): 0.124, atom 13 (H): 0.110, atom 14 (H): 0.067, atom 15 (H): 0.065, atom 16 (H): 0.033, atom 17 (H): 0.024, atom 18 (O): -0.071, atom 19 (H): 0.017, atom 20 (H): -0.018, atom 21 (O): -0.081


Kohn-Sham gap (computed, eV): 8.654, 10.006
Energy relative to the best compared isomer or geometry (same formula, charge and spin) (computed, kJ/mol): 388.9, 132.0
Calculated total energy (computed, eV): -31169.688, -10412.423